83
Properties=species:S:1:pos:R:3 method="wB97M-V/def2-TZVPD" relative_energy_ev=0.227 total_charge=-2 energy_ha=-3642.0493
K -0.335 0.471 0.268
C -0.677 -3.597 2.615
C 0.778 -3.455 2.243
C 1.699 -3.005 3.186
C 3.015 -2.743 2.837
C 3.966 -2.115 3.827
C 3.429 -3.000 1.532
C 2.543 -3.487 0.581
C 3.008 -3.780 -0.826
C 1.214 -3.695 0.946
H -1.067 -2.631 2.942
H -0.806 -4.306 3.438
H -1.277 -3.925 1.766
H 1.353 -2.766 4.188
H 3.412 -1.630 4.633
H 4.576 -1.357 3.330
H 4.638 -2.855 4.271
H 4.446 -2.756 1.237
H 2.194 -3.665 -1.544
H 3.383 -4.806 -0.907
H 3.815 -3.105 -1.121
H 0.497 -4.016 0.195
S -2.810 -1.702 -0.086
C -2.821 -1.790 -1.811
N -3.853 -2.014 -2.570
N -5.010 -2.171 -1.898
C -6.179 -2.437 -2.557
C -7.371 -2.546 -1.825
C -8.566 -2.821 -2.466
C -8.618 -2.996 -3.845
C -7.435 -2.893 -4.571
C -6.227 -2.620 -3.949
N -1.682 -1.660 -2.663
N -0.599 -1.498 -2.103
C 0.502 -1.401 -3.025
C 0.404 -1.611 -4.401
C 1.532 -1.504 -5.197
C 2.767 -1.182 -4.633
C 2.862 -0.976 -3.266
C 1.733 -1.097 -2.464
H -4.955 -2.061 -0.886
H -7.340 -2.407 -0.750
H -9.474 -2.900 -1.878
H -9.558 -3.202 -4.342
H -7.453 -3.032 -5.647
H -5.304 -2.538 -4.506
H -0.565 -1.853 -4.818
H 1.453 -1.669 -6.265
H 3.645 -1.093 -5.262
H 3.810 -0.716 -2.809
H 1.807 -0.944 -1.394
O -0.650 2.370 1.541
C -0.801 3.053 0.497
O -1.277 2.680 -0.594
C -0.299 4.501 0.589
C 0.300 4.955 1.758
C 0.785 6.257 1.850
C 0.676 7.117 0.771
C 0.072 6.647 -0.385
C -0.412 5.356 -0.496
N -0.048 7.564 -1.535
O 0.527 8.638 -1.477
O -0.724 7.211 -2.479
H 0.382 4.256 2.583
H 1.255 6.598 2.764
H 1.041 8.132 0.806
H -0.870 4.994 -1.406
O 0.667 -0.227 4.018
C 1.348 0.302 3.152
N 1.540 -0.137 1.876
S 2.567 0.776 1.068
O 3.859 0.150 0.879
O 1.968 1.295 -0.149
C 2.763 2.043 2.301
C 3.508 3.206 2.298
C 3.548 3.944 3.477
C 2.876 3.501 4.617
C 2.138 2.319 4.597
C 2.088 1.601 3.418
H 4.031 3.536 1.408
H 4.108 4.871 3.509
H 2.931 4.086 5.528
H 1.604 1.959 5.468